No. 1
Below is C5H7NOS in the gas phase, with properties calculated with ωB97M-V/def2-TZVPD.

Geometry as XYZ:
```
15
C5H7NOS (ωB97M-V/def2-TZVPD)
C 0.9557 0.8819 -0.9201
C 0.1092 -0.4978 1.0665
C -0.2789 1.2859 -0.0643
C -1.5132 0.4267 -0.3594
C -1.2731 -0.7894 0.4420
H 0.7042 0.7681 -1.9633
H 1.7678 1.6127 -0.8295
H 0.3344 -0.9958 2.0048
H -0.4382 2.3667 -0.1174
H -2.4853 0.9061 -0.4297
H -0.5110 -1.0578 -1.4163
H -1.9917 -1.3088 1.0496
N -1.4199 -0.8712 -0.9909
O 0.0810 0.9087 1.2622
S 1.4946 -0.7067 -0.1530
```

- Kohn-Sham gap: 9.753 eV
- Energy: -19669.623 eV
- HOMO energy: -0.328 hartree
- Structure (SMILES): C1S[C@H]2O[C@@H]1[C@H]1N[C@H]12
- ΔE to the lowest compared entry with this formula, charge and spin: 45.7 kcal per mole
- Charge: 0
- Maximum force: 0.89 eV/Å

No. 2
Below is a molecular structure, C5H7NOS in a non-equilibrium geometry, with properties calculated with ωB97M-V/def2-TZVPD.

Geometry as XYZ:
```
15
C5H7NOS (ωB97M-V/def2-TZVPD)
C -1.3092 0.3011 1.1595
C -1.6351 2.2240 -0.2595
C -0.7032 0.2458 -0.0772
C 1.5196 -1.4888 0.5380
C 0.7801 -0.9371 -0.7305
N -0.9105 1.3146 -0.8814
O 1.4667 -0.2486 -1.6437
S -2.1815 1.8444 1.3725
H -1.3352 -0.3432 2.0385
H -1.9938 3.1135 -0.7990
H 2.4171 -0.9094 0.7428
H 1.9181 -2.5242 0.4188
H 0.7325 -1.5095 1.2911
H 0.2078 -1.7238 -1.2037
H 1.0265 0.6413 -1.9661
```

- Kohn-Sham gap: 9.985 eV
- Energy: -19668.895 eV
- HOMO energy: -0.339 hartree
- ΔE to the lowest compared entry with this formula, charge and spin: 62.4 kcal per mole
- Charge: 0
- Maximum force: 4.32 eV/Å

No. 3
Below is C5H7NOS in the gas phase in a non-equilibrium geometry, with properties calculated with ωB97M-V/def2-TZVPD.

Geometry as XYZ:
```
15
C5H7NOS (ωB97M-V/def2-TZVPD)
C -2.4484 0.3751 -0.0395
C -2.5256 -0.1484 -1.2784
C -1.4405 1.0440 0.6579
C 0.3024 -0.0085 -0.4907
C 2.4671 -1.3568 -0.1532
N -0.1637 0.8851 0.3499
O 2.1943 1.2634 0.7321
S 2.0940 0.4039 -0.5704
H -3.5330 0.4649 0.3532
H -3.1751 -0.9671 -1.8154
H -1.6862 1.6580 1.5966
H 2.0864 -1.7113 0.8900
H 3.5940 -1.5145 -0.3104
H 1.6783 -1.8184 -0.7783
H 0.5564 1.4305 0.8566
```

- Kohn-Sham gap (spin up / spin down): 7.071 / 7.666 eV
- Energy: -19663.500 eV
- HOMO energy (spin up / spin down): -0.298 / -0.284 hartree
- ΔE to the lowest compared entry with this formula, charge and spin: 186.8 kcal per mole
- Charge: 0
- Maximum force: 3.35 eV/Å

Question: Look up the ΔE to the lowest compared entry with this formula, charge and spin of the first one.
Answer: 45.7 kcal per mole

Question: What is the maximum force in the first record?
Answer: 0.89 eV/Å

Please write out number 3 again, unchanged.
Below is C5H7NOS in the gas phase in a non-equilibrium geometry, with properties calculated with ωB97M-V/def2-TZVPD.

Geometry as XYZ:
```
15
C5H7NOS (ωB97M-V/def2-TZVPD)
C -2.4484 0.3751 -0.0395
C -2.5256 -0.1484 -1.2784
C -1.4405 1.0440 0.6579
C 0.3024 -0.0085 -0.4907
C 2.4671 -1.3568 -0.1532
N -0.1637 0.8851 0.3499
O 2.1943 1.2634 0.7321
S 2.0940 0.4039 -0.5704
H -3.5330 0.4649 0.3532
H -3.1751 -0.9671 -1.8154
H -1.6862 1.6580 1.5966
H 2.0864 -1.7113 0.8900
H 3.5940 -1.5145 -0.3104
H 1.6783 -1.8184 -0.7783
H 0.5564 1.4305 0.8566
```

- Kohn-Sham gap (spin up / spin down): 7.071 / 7.666 eV
- Energy: -19663.500 eV
- HOMO energy (spin up / spin down): -0.298 / -0.284 hartree
- ΔE to the lowest compared entry with this formula, charge and spin: 186.8 kcal per mole
- Charge: 0
- Maximum force: 3.35 eV/Å